# 1
A 8-piece molecular cluster, C22H60O10 overall. Source: OMol25; level of theory: wB97M-V/def2-TZVPD.

## Properties
frontier orbital gap	10.0	eV
multiplicity	1
E_LUMO	0.30	eV
HOMO	-0.356	Ha
SMILES	CC(C)O.CC(C)O.CC(C)O.CC(C)O.CC(C)O.CC(C)O.OCCO.OCCO
net charge	0
E_tot	-44259.9914	eV

Element x y z (Å)
C 26.24 -5.09 9.96
C 25.08 -5.44 9.06
C 25.38 -5.10 7.59
O 24.76 -6.81 9.21
H 27.21 -5.35 9.53
H 26.13 -5.50 10.97
H 26.25 -4.00 10.08
H 24.22 -4.83 9.34
H 26.23 -5.68 7.23
H 25.62 -4.05 7.45
H 24.53 -5.42 6.99
H 23.94 -6.99 8.75
C 22.05 -2.01 1.16
C 21.60 -3.17 0.27
C 21.82 -4.48 1.00
O 20.23 -2.99 -0.12
H 21.76 -1.03 0.77
H 23.12 -2.00 1.38
H 21.60 -2.05 2.16
H 22.17 -3.14 -0.66
H 22.87 -4.76 0.95
H 21.27 -5.28 0.50
H 21.53 -4.43 2.04
H 20.15 -2.14 -0.54
C 17.66 -4.03 2.48
C 17.79 -5.37 1.83
C 16.45 -6.00 1.52
O 18.58 -5.34 0.63
H 17.01 -4.01 3.36
H 17.28 -3.22 1.84
H 18.63 -3.67 2.83
H 18.35 -6.05 2.49
H 16.56 -6.95 0.98
H 15.80 -5.42 0.86
H 15.90 -6.23 2.44
H 19.18 -4.58 0.70
C 20.10 -3.14 5.36
C 21.40 -3.71 5.92
C 22.32 -4.20 4.79
O 22.08 -2.80 6.74
H 20.26 -2.13 4.96
H 19.31 -3.04 6.12
H 19.61 -3.72 4.58
H 21.11 -4.59 6.51
H 21.74 -4.86 4.14
H 23.12 -4.77 5.27
H 22.77 -3.43 4.16
H 22.16 -1.95 6.31
C 22.97 -0.06 4.62
C 22.73 1.42 4.76
C 23.63 2.26 3.86
O 21.36 1.72 4.50
H 22.93 -0.32 3.56
H 22.24 -0.66 5.16
H 23.98 -0.36 4.93
H 22.91 1.70 5.80
H 23.59 1.94 2.82
H 24.65 2.11 4.23
H 23.46 3.33 3.94
H 21.17 1.78 3.56
C 18.55 -6.85 6.37
C 17.51 -5.94 5.73
C 16.51 -6.70 4.88
O 16.78 -5.24 6.75
H 18.12 -7.63 6.99
H 19.22 -6.26 7.02
H 19.25 -7.24 5.62
H 18.06 -5.22 5.12
H 15.71 -6.06 4.52
H 16.20 -7.66 5.30
H 17.09 -7.06 4.02
H 17.36 -5.10 7.51
C 25.73 -5.37 3.73
C 27.22 -5.08 3.80
O 27.75 -5.70 4.99
O 25.54 -6.69 3.20
H 25.15 -4.72 3.07
H 25.26 -5.29 4.70
H 27.35 -4.01 3.97
H 27.76 -5.42 2.92
H 27.95 -6.63 4.82
H 26.17 -7.30 3.60
C 20.89 -4.63 9.44
C 19.78 -3.61 9.22
O 18.51 -4.20 9.00
O 20.75 -5.28 10.69
H 21.81 -4.07 9.29
H 20.85 -5.41 8.68
H 20.04 -3.01 8.34
H 19.78 -2.90 10.05
H 17.81 -3.55 8.98
H 21.29 -4.82 11.35

---

# 2
A 7-piece molecular cluster, C22H62N5O11 overall. Source: OMol25; level of theory: wB97M-V/def2-TZVPD.

## Properties
frontier orbital gap	9.4	eV
multiplicity	1
E_LUMO	-5.75	eV
HOMO	-0.557	Ha
net charge	+3
E_tot	-53767.8205	eV

Element x y z (Å)
C 3.68 -2.29 -4.85
C 3.24 -3.79 -4.79
C 2.65 -4.09 -3.46
O 1.99 -5.29 -3.63
C 1.65 -6.00 -2.42
N 2.21 -4.21 -5.81
H 2.67 -4.74 -6.51
H 1.44 -4.70 -5.28
H 1.82 -3.40 -6.26
H 4.26 -2.10 -3.98
H 2.78 -1.62 -4.91
H 4.40 -2.07 -5.60
H 3.99 -4.53 -4.91
H 1.93 -3.31 -3.23
H 3.40 -4.05 -2.67
H 0.53 -6.09 -2.38
H 1.98 -5.37 -1.55
H 2.07 -6.98 -2.46
C -8.89 -1.15 -1.55
C -7.40 -1.62 -1.62
C -7.05 -2.99 -0.95
O -5.65 -2.99 -0.88
C -5.07 -3.75 0.16
N -6.65 -1.61 -2.99
H -5.60 -1.42 -2.78
H -6.71 -2.46 -3.56
H -7.11 -0.93 -3.62
H -9.58 -1.85 -2.01
H -8.91 -0.11 -1.88
H -9.14 -1.20 -0.47
H -6.79 -0.83 -1.13
H -7.42 -3.84 -1.64
H -7.48 -3.01 0.06
H -4.87 -4.81 -0.16
H -5.75 -4.00 1.02
H -4.23 -3.25 0.54
C 4.13 3.15 -1.49
C 4.70 2.48 -0.21
C 4.13 3.34 0.91
O 4.53 2.70 2.09
C 4.82 3.66 3.08
N 4.38 1.08 0.04
H 4.86 0.55 -0.69
H 5.06 0.83 0.78
H 2.42 0.47 -0.25
H 3.15 2.68 -1.62
H 4.86 3.02 -2.28
H 3.90 4.16 -1.25
H 5.76 2.54 -0.36
H 3.05 3.32 0.92
H 4.49 4.37 0.79
H 3.93 4.28 3.39
H 5.63 4.37 2.83
H 5.11 3.04 3.93
C 1.40 0.24 5.39
C 2.89 0.71 5.10
C 3.88 -0.17 5.81
O 5.18 0.04 5.33
C 6.20 0.42 6.33
N 3.06 0.52 3.57
H 3.91 0.94 3.23
H 3.06 -0.46 3.45
H 2.25 0.99 3.14
H 0.81 0.95 4.87
H 1.18 0.24 6.49
H 1.24 -0.72 4.93
H 3.21 1.68 5.39
H 3.52 -1.16 5.68
H 3.72 0.13 6.88
H 5.79 1.07 7.07
H 6.97 0.83 5.73
H 6.57 -0.54 6.75
C -1.38 4.84 1.46
C -2.52 3.93 1.18
C -3.22 4.19 -0.07
O -4.26 3.23 -0.27
C -5.33 3.66 -1.04
N -1.97 2.47 1.00
H -2.78 1.75 0.91
H -1.38 2.27 0.20
H -1.46 2.18 1.80
H -0.85 4.74 2.44
H -1.72 5.91 1.34
H -0.64 4.57 0.66
H -3.33 3.80 1.94
H -2.61 4.20 -0.97
H -3.62 5.20 0.01
H -6.17 2.89 -0.95
H -5.10 3.74 -2.12
H -5.78 4.63 -0.73
O -0.49 0.84 -0.39
C 0.63 0.75 0.19
O 1.58 0.23 -0.62
O 0.88 1.04 1.40
H -1.35 -0.40 -1.58
O -2.29 -2.88 -3.08
C -2.62 -1.65 -2.52
O -1.45 -1.09 -2.21
O -3.71 -1.07 -2.45
H -3.16 -3.29 -3.11

---

# 3
A 9-piece molecular cluster, C22H64Cl4O26P6 overall. Source: OMol25; level of theory: wB97M-V/def2-TZVPD.

## Properties
frontier orbital gap	9.6	eV
multiplicity	1
E_LUMO	0.22	eV
HOMO	-0.346	Ha
SMILES	COP(=O)(OC)OC.COP(=O)(OC)OC.COP(=O)(OC)OC.COP(=O)(OC)OC.COP(=O)(OC)OC.COP(=O)(OC)OC.ClCCl.ClCCl.OCCO
net charge	0
E_tot	-182920.5129	eV

Element x y z (Å)
C -11.30 18.14 -1.60
O -10.43 19.00 -2.32
P -9.08 18.36 -3.04
O -9.21 17.14 -3.87
O -8.40 19.63 -3.82
C -7.07 19.55 -4.30
O -8.14 18.15 -1.76
C -7.25 16.97 -1.71
H -11.27 17.08 -1.83
H -12.30 18.40 -1.95
H -11.27 18.31 -0.52
H -6.78 18.52 -4.52
H -6.33 19.80 -3.55
H -6.98 20.10 -5.24
H -6.18 17.13 -1.89
H -7.44 16.16 -2.42
H -7.28 16.60 -0.69
C -12.29 22.61 -8.24
O -11.32 21.57 -8.06
P -10.36 21.67 -6.70
O -9.50 22.89 -6.81
O -9.52 20.26 -6.68
C -10.21 19.04 -6.87
O -11.44 21.57 -5.43
C -10.85 21.80 -4.13
H -13.28 22.23 -8.02
H -12.31 22.91 -9.29
H -12.17 23.35 -7.46
H -10.31 18.84 -7.93
H -11.20 19.02 -6.40
H -9.63 18.25 -6.38
H -9.77 21.86 -4.15
H -11.15 20.98 -3.49
H -11.31 22.70 -3.71
C -17.15 12.39 -3.26
O -15.82 12.00 -2.94
P -15.08 12.72 -1.68
O -15.02 14.20 -1.71
O -13.64 11.96 -1.59
C -12.65 12.28 -0.57
O -15.91 12.16 -0.40
C -15.52 12.76 0.86
H -17.68 12.99 -2.52
H -17.90 11.60 -3.33
H -17.07 12.93 -4.20
H -12.71 13.34 -0.32
H -11.61 12.14 -0.87
H -12.76 11.63 0.30
H -16.38 13.19 1.37
H -14.84 13.60 0.76
H -15.08 11.93 1.41
C -10.26 14.55 1.45
O -9.08 14.82 0.69
P -8.37 13.66 -0.23
O -7.07 13.98 -0.85
O -8.34 12.34 0.72
C -7.62 12.23 1.97
O -9.62 13.41 -1.29
C -9.64 13.70 -2.68
H -11.08 15.15 1.06
H -10.02 15.03 2.40
H -10.58 13.52 1.58
H -7.02 11.33 1.84
H -8.32 12.03 2.79
H -6.94 13.06 2.12
H -8.70 13.42 -3.17
H -9.89 14.76 -2.74
H -10.48 13.13 -3.08
C -7.00 17.24 -8.03
O -8.08 16.69 -8.63
P -8.19 15.09 -8.77
O -9.41 14.59 -9.48
O -6.84 14.54 -9.46
C -6.38 15.10 -10.63
O -8.01 14.64 -7.19
C -9.07 14.87 -6.30
H -7.38 17.94 -7.28
H -6.34 17.74 -8.75
H -6.28 16.53 -7.62
H -6.55 16.18 -10.64
H -6.88 14.67 -11.49
H -5.31 14.93 -10.65
H -9.82 15.61 -6.61
H -8.64 15.27 -5.38
H -9.50 13.89 -6.10
C -17.10 16.90 -3.12
O -16.48 17.87 -4.01
P -16.72 19.46 -4.05
O -16.67 20.12 -2.71
O -15.66 20.04 -5.17
C -14.29 19.99 -4.85
O -18.20 19.55 -4.73
C -19.37 19.50 -3.91
H -17.73 16.22 -3.69
H -17.65 17.44 -2.35
H -16.36 16.24 -2.66
H -13.79 19.21 -5.42
H -14.13 19.79 -3.79
H -13.75 20.89 -5.12
H -19.20 19.60 -2.84
H -19.98 18.60 -4.00
H -19.96 20.37 -4.18
C -13.69 16.02 -4.37
C -12.28 15.71 -4.92
O -11.71 16.94 -5.20
O -13.64 16.33 -2.99
H -14.41 15.25 -4.66
H -14.11 16.89 -4.88
H -12.48 15.13 -5.82
H -11.77 15.09 -4.17
H -10.95 17.01 -4.61
H -13.96 15.67 -2.38
C -14.11 11.17 -5.77
Cl -13.12 12.35 -4.91
Cl -14.17 11.62 -7.44
H -13.67 10.18 -5.85
H -15.11 11.06 -5.34
C -14.82 17.38 -0.08
Cl -16.17 18.45 0.47
Cl -13.81 16.69 1.19
H -15.19 16.67 -0.83
H -14.11 18.05 -0.57

---

# 4
C22H64CrO20 as an isolated structure. Source: OMol25; level of theory: wB97M-V/def2-TZVPD.

## Properties
frontier orbital gap (spin up / spin down)	7.2 / 8.1	eV
multiplicity	5
E_LUMO (spin up / spin down)	-0.20 / -0.20	eV
HOMO (spin up / spin down)	-0.273 / -0.304	Ha
net charge	0
expectation value of S²	6.0073
E_tot	-93217.6865	eV

Element x y z (Å)
Cr -0.04 -0.11 -0.61
C -2.74 3.48 -1.00
C -1.99 2.46 -1.69
O -1.55 1.42 -0.85
H -3.64 3.19 -0.46
H -3.26 4.08 -1.75
H -1.99 4.03 -0.43
H -1.12 2.90 -2.19
H -2.61 2.03 -2.48
C 4.26 0.53 -0.49
C 2.95 1.15 -0.08
O 1.89 1.10 -0.96
H 4.11 -0.55 -0.58
H 5.01 0.74 0.27
H 4.60 0.96 -1.43
H 3.13 2.21 0.13
H 2.69 0.85 0.94
C -2.69 -2.57 2.08
C -2.08 -2.72 0.65
O -1.68 -1.57 -0.09
O -1.74 -1.86 2.91
H -2.76 -3.53 2.59
H -3.66 -2.07 2.00
H -2.76 -3.37 0.10
H -1.18 -3.32 0.79
H -2.50 -1.35 -0.53
H -2.03 -2.01 3.81
C 2.15 -3.84 4.09
C 1.04 -3.15 3.23
O 1.36 -3.53 1.88
O 1.93 -5.27 4.12
H 2.00 -3.44 5.09
H 3.16 -3.57 3.79
H 0.99 -2.07 3.36
H 0.13 -3.59 3.63
H 1.49 -4.48 1.81
H 2.65 -5.56 4.68
C 2.05 3.22 -3.88
C 3.08 2.15 -4.17
O 2.71 0.87 -3.84
O 2.10 3.49 -2.47
H 1.05 2.97 -4.22
H 2.32 4.09 -4.48
H 4.07 2.31 -3.74
H 3.29 2.02 -5.24
H 2.46 0.88 -2.91
H 2.02 2.65 -2.02
C 1.81 -2.15 -1.70
C 0.87 -1.98 -2.88
O -0.02 -0.80 -2.77
O 1.09 -1.97 -0.48
H 2.60 -1.42 -1.81
H 2.31 -3.12 -1.73
H 0.25 -2.87 -3.04
H 1.52 -1.94 -3.76
H -0.51 -0.69 -3.59
H 1.02 -2.76 0.06
C 3.33 -0.49 3.66
C 4.51 0.45 3.41
O 5.51 0.10 4.35
O 2.73 -0.16 4.86
H 3.70 -1.52 3.65
H 2.64 -0.39 2.81
H 4.12 1.43 3.69
H 4.91 0.55 2.41
H 5.94 0.92 4.58
H 3.37 -0.29 5.56
C -3.07 -3.59 -3.26
C -2.97 -4.60 -4.42
O -3.92 -4.36 -5.36
O -4.28 -3.72 -2.53
H -2.99 -2.60 -3.73
H -2.22 -3.52 -2.58
H -3.13 -5.64 -4.14
H -1.96 -4.49 -4.81
H -4.71 -4.19 -4.85
H -5.01 -3.27 -2.96
C 0.61 5.72 -0.08
C 1.70 5.52 1.02
O 2.20 6.83 1.37
O 1.11 5.83 -1.38
H -0.04 6.54 0.23
H 0.00 4.81 -0.03
H 2.55 4.90 0.73
H 1.20 5.21 1.93
H 2.51 7.24 0.56
H 1.49 4.97 -1.56
C -4.70 0.06 -0.27
C -5.91 -0.86 -0.06
O -6.74 -0.58 -1.17
O -3.88 -0.29 -1.35
H -4.13 0.06 0.65
H -4.93 1.12 -0.37
H -6.34 -0.75 0.93
H -5.58 -1.90 0.00
H -6.28 -0.86 -1.97
H -3.08 0.23 -1.24
C -0.06 1.21 2.29
C -1.38 1.70 2.94
O -2.05 2.46 1.95
O -0.21 0.00 1.60
H 0.62 0.99 3.12
H 0.47 2.04 1.82
H -1.21 2.35 3.80
H -1.93 0.81 3.23
H -1.72 2.16 1.10
H -0.40 -0.69 2.24